Record 1
Here is a molecular structure, C32H91Li2N5O18 at a distorted geometry from the OMol25 dataset. Energies are from wB97M-V/def2-TZVPD.

ORCA input file:
```
! RIJCOSX wB97M-V def2-TZVPD def2/J DEFGRID3
* xyz 0 1
Li 1.629 -0.742 2.085
Li 3.929 -0.626 -0.517
O 2.000 -0.885 0.032
C 0.864 -0.190 -0.413
C -0.341 -0.054 0.517
O -0.088 0.515 1.762
H 0.519 -0.698 -1.331
H 1.144 0.825 -0.765
H -0.796 -1.058 0.614
H -1.074 0.523 -0.073
C 4.305 0.228 3.987
O 3.282 -0.602 3.463
C 3.226 -1.787 4.279
C 1.803 -2.345 4.213
N 1.462 -2.728 2.832
C 0.126 -3.298 2.668
C -0.072 -4.637 3.352
O 0.773 -5.593 2.724
C 0.582 -6.889 3.246
H 5.320 -0.165 3.879
H 4.098 0.516 5.020
H 4.305 1.162 3.418
H 3.346 -1.546 5.338
H 3.959 -2.535 3.971
H 1.114 -1.592 4.600
H 1.674 -3.206 4.877
H 2.153 -3.381 2.482
H -0.175 -3.441 1.628
H -0.599 -2.571 3.045
H -1.113 -4.923 3.157
H 0.178 -4.618 4.418
H 0.889 -7.027 4.286
H 1.142 -7.570 2.607
H -0.475 -7.160 3.139
C -5.509 -0.619 -2.162
O -4.141 -0.877 -2.421
C -3.601 -1.831 -1.541
C -2.126 -2.039 -1.839
N -1.789 -2.899 -2.937
C -2.158 -2.423 -4.276
C -1.789 -3.438 -5.336
O -0.400 -3.546 -5.470
C -0.004 -4.588 -6.318
H -6.091 -1.533 -2.342
H -5.900 0.113 -2.863
H -5.624 -0.376 -1.103
H -4.121 -2.792 -1.685
H -3.739 -1.562 -0.486
H -1.612 -2.333 -0.919
H -1.694 -1.024 -1.963
H -0.786 -3.055 -2.991
H -1.571 -1.534 -4.558
H -3.218 -2.183 -4.266
H -2.270 -3.078 -6.264
H -2.238 -4.435 -5.223
H -0.528 -4.545 -7.279
H -0.187 -5.564 -5.856
H 1.062 -4.496 -6.511
C 8.742 -4.464 1.129
O 7.636 -3.820 0.564
C 6.932 -3.007 1.483
C 5.637 -2.516 0.904
N 5.779 -1.546 -0.196
C 5.945 -2.221 -1.510
C 5.522 -1.358 -2.682
O 4.212 -0.928 -2.417
C 3.807 0.088 -3.318
H 8.488 -5.029 2.036
H 9.571 -3.779 1.334
H 9.090 -5.237 0.441
H 7.593 -2.213 1.859
H 6.686 -3.599 2.381
H 5.157 -2.011 1.752
H 5.059 -3.357 0.530
H 6.544 -0.902 -0.041
H 5.304 -3.104 -1.511
H 6.980 -2.570 -1.559
H 5.655 -1.934 -3.605
H 6.294 -0.581 -2.800
H 4.457 0.963 -3.252
H 2.795 0.415 -3.071
H 3.733 -0.301 -4.337
C -4.039 8.529 1.093
O -2.982 8.143 0.271
C -1.758 7.870 0.929
C -0.859 7.114 -0.033
N -1.334 5.740 -0.135
C -0.299 4.834 -0.648
C -0.757 3.396 -0.663
O -1.877 3.272 -1.503
C -2.196 1.918 -1.773
H -4.551 7.665 1.532
H -4.764 9.119 0.531
H -3.729 9.177 1.925
H -1.903 7.356 1.885
H -1.333 8.833 1.257
H 0.143 7.191 0.393
H -0.890 7.613 -1.008
H -2.063 5.730 -0.842
H 0.571 4.891 0.012
H -0.041 5.150 -1.672
H -0.980 3.142 0.383
H 0.086 2.813 -1.056
H -1.318 1.352 -2.098
H -2.931 1.845 -2.573
H -2.653 1.526 -0.857
C -5.893 3.292 -2.205
O -4.891 4.239 -1.865
C -3.669 3.687 -1.422
C -3.463 3.829 0.069
N -4.358 2.970 0.888
C -3.930 1.581 0.945
C -4.736 0.779 1.941
O -5.998 0.453 1.378
C -6.834 -0.194 2.308
H -6.798 3.831 -2.471
H -6.112 2.646 -1.349
H -5.537 2.690 -3.046
H -2.869 4.213 -1.956
H -3.550 2.649 -1.767
H -3.794 4.843 0.305
H -2.428 3.629 0.342
H -5.288 3.107 0.514
H -2.887 1.607 1.277
H -3.879 1.072 -0.028
H -4.892 1.356 2.861
H -4.156 -0.088 2.281
H -7.827 -0.236 1.847
H -6.959 0.350 3.246
H -6.553 -1.248 2.402
O 2.228 2.795 1.163
H 1.772 3.451 1.706
H 1.612 2.051 1.126
O 1.265 -2.610 -2.603
H 1.820 -3.261 -2.152
H 1.330 -1.828 -2.040
O -1.975 0.646 3.787
H -1.251 0.364 3.191
H -2.096 1.573 3.569
O 2.857 -3.841 -0.637
H 2.797 -4.412 0.137
H 2.493 -2.974 -0.347
O 4.134 1.368 -0.421
H 3.359 1.812 -0.032
H 4.629 2.075 -0.843
O -0.388 3.403 2.130
H -1.263 3.406 2.529
H -0.241 2.475 1.848
*
```

E_LUMO: -0.231 eV
HOMO energy: -0.2692 Ha
Kohn-Sham gap: 7.094 eV
calculated total energy: -2916.69766 a.u.

=====

Record 2
Here is C17H19FO3 in the gas phase from the OMol25 dataset. Energies are from wB97M-V/def2-TZVPD.

ORCA input file:
```
! RIJCOSX wB97M-V def2-TZVPD def2/J DEFGRID3
* xyz 0 1
C -1.762 -1.321 2.800
O -1.849 -0.323 1.816
C -2.024 -0.703 0.507
C -2.169 -2.025 0.107
C -2.388 -2.354 -1.221
C -2.467 -1.358 -2.174
C -2.305 -0.039 -1.792
C -2.074 0.313 -0.467
O -1.971 1.648 -0.223
C -1.139 2.114 0.826
C -0.455 3.398 0.359
C 0.472 3.171 -0.836
C 1.627 2.216 -0.540
O 1.145 0.891 -0.712
C 1.927 -0.179 -0.450
C 1.327 -1.423 -0.674
C 1.998 -2.602 -0.431
C 3.301 -2.583 0.041
C 3.920 -1.368 0.260
C 3.241 -0.187 0.017
F 3.921 0.969 0.255
H -2.683 -1.909 2.862
H -0.912 -1.989 2.623
H -1.612 -0.790 3.739
H -2.123 -2.817 0.837
H -2.500 -3.391 -1.499
H -2.644 -1.602 -3.210
H -2.356 0.759 -2.517
H -0.389 1.366 1.083
H -1.750 2.316 1.715
H 0.111 3.813 1.196
H -1.224 4.118 0.073
H 0.885 4.130 -1.152
H -0.107 2.753 -1.661
H 1.991 2.367 0.483
H 2.455 2.398 -1.236
H 0.315 -1.422 -1.045
H 1.500 -3.542 -0.615
H 3.832 -3.502 0.233
H 4.935 -1.309 0.622
*
```

E_LUMO: 0.810 eV
HOMO energy: -0.2986 Ha
Kohn-Sham gap: 8.936 eV
SMILES: COc1ccccc1OCCCCOc1ccccc1F
calculated total energy: -984.73989 a.u.

=====

Record 3
Here is a molecular structure, C35H44BaCl5N3PSSe2Te2 from the OMol25 dataset. Energies are from wB97M-V/def2-TZVPD.

ORCA input file:
```
! RIJCOSX wB97M-V def2-TZVPD def2/J DEFGRID3
* xyz -1 1
Ba -0.305 -1.758 -0.150
C 2.524 5.386 -1.691
C 1.398 4.361 -1.889
C 1.948 3.208 -2.729
C 0.240 5.013 -2.658
C 0.877 3.885 -0.533
C 0.465 4.835 0.421
C -0.022 4.471 1.660
C -0.117 3.116 1.960
S -0.607 2.316 3.419
C -0.281 0.763 2.664
N 0.118 0.837 1.430
C 0.243 2.153 1.016
C 0.756 2.543 -0.223
C -0.413 -0.498 3.411
C -0.529 -0.466 4.808
C -0.617 -1.654 5.509
C -0.592 -2.858 4.808
C -0.478 -2.862 3.423
C -0.379 -1.687 2.655
H 2.923 5.691 -2.661
H 3.339 4.956 -1.105
H 2.176 6.284 -1.178
H 2.315 3.594 -3.682
H 1.183 2.463 -2.945
H 2.779 2.708 -2.225
H 0.580 5.359 -3.637
H -0.163 5.870 -2.114
H -0.572 4.300 -2.810
H 0.531 5.890 0.185
H -0.316 5.225 2.379
H 1.019 1.762 -0.924
H -0.539 0.475 5.352
H -0.705 -1.647 6.589
H -0.664 -3.794 5.354
H -0.462 -3.823 2.915
Se 4.512 -4.913 -0.376
Te 2.181 -4.704 -1.271
Te 0.591 -5.759 0.711
Se -1.470 -4.730 -0.285
C 5.080 -1.419 0.270
C 3.636 -1.206 -0.222
N 2.703 -1.160 0.906
C 2.995 -0.002 1.740
C 4.476 -0.023 2.191
N 5.051 -1.339 1.771
C 4.233 -2.466 2.345
C 2.831 -2.379 1.716
H 5.777 -0.656 -0.077
H 5.418 -2.424 0.004
H 3.366 -2.040 -0.868
H 3.539 -0.279 -0.790
H 2.334 -0.034 2.605
H 2.781 0.913 1.188
H 4.587 0.062 3.272
H 5.073 0.752 1.710
H 6.002 -1.422 2.117
H 4.230 -2.325 3.427
H 4.720 -3.401 2.068
H 2.056 -2.375 2.480
H 2.684 -3.244 1.070
C -6.439 -0.319 -0.070
C -4.946 -0.152 0.192
P -3.823 -1.499 -0.396
C -4.610 -2.996 0.332
C -4.435 -3.054 1.847
C -4.312 -1.669 -2.168
C -3.287 -2.480 -2.960
H -7.001 0.522 0.342
H -6.831 -1.229 0.387
H -6.652 -0.365 -1.139
H -4.754 -0.042 1.263
H -4.585 0.767 -0.274
H -4.107 -3.857 -0.116
H -5.664 -3.052 0.045
H -3.377 -2.992 2.112
H -4.819 -3.993 2.248
H -4.960 -2.237 2.348
H -4.386 -0.658 -2.581
H -5.306 -2.120 -2.240
H -2.320 -1.970 -2.977
H -3.604 -2.611 -3.996
H -3.128 -3.471 -2.530
Cl 1.924 -1.375 -3.313
C 0.662 -0.166 -3.552
C -0.169 0.105 -2.483
C -1.144 1.045 -2.747
Cl -2.215 1.512 -1.425
C -1.333 1.670 -3.978
Cl -2.622 2.792 -4.247
C -0.448 1.370 -5.013
Cl -0.610 2.150 -6.545
C 0.572 0.444 -4.801
Cl 1.690 0.092 -6.071
*
```

E_LUMO: 1.303 eV
HOMO energy: -0.1291 Ha
energy above the lowest of the compared OMol25 structures with the same formula, charge and spin: 0.2925 eV
Kohn-Sham gap: 4.816 eV
calculated total energy: -9929.40474 a.u.

=====

Copy entry 3 word for word.
Here is a molecular structure, C35H44BaCl5N3PSSe2Te2 from the OMol25 dataset. Energies are from wB97M-V/def2-TZVPD.

ORCA input file:
```
! RIJCOSX wB97M-V def2-TZVPD def2/J DEFGRID3
* xyz -1 1
Ba -0.305 -1.758 -0.150
C 2.524 5.386 -1.691
C 1.398 4.361 -1.889
C 1.948 3.208 -2.729
C 0.240 5.013 -2.658
C 0.877 3.885 -0.533
C 0.465 4.835 0.421
C -0.022 4.471 1.660
C -0.117 3.116 1.960
S -0.607 2.316 3.419
C -0.281 0.763 2.664
N 0.118 0.837 1.430
C 0.243 2.153 1.016
C 0.756 2.543 -0.223
C -0.413 -0.498 3.411
C -0.529 -0.466 4.808
C -0.617 -1.654 5.509
C -0.592 -2.858 4.808
C -0.478 -2.862 3.423
C -0.379 -1.687 2.655
H 2.923 5.691 -2.661
H 3.339 4.956 -1.105
H 2.176 6.284 -1.178
H 2.315 3.594 -3.682
H 1.183 2.463 -2.945
H 2.779 2.708 -2.225
H 0.580 5.359 -3.637
H -0.163 5.870 -2.114
H -0.572 4.300 -2.810
H 0.531 5.890 0.185
H -0.316 5.225 2.379
H 1.019 1.762 -0.924
H -0.539 0.475 5.352
H -0.705 -1.647 6.589
H -0.664 -3.794 5.354
H -0.462 -3.823 2.915
Se 4.512 -4.913 -0.376
Te 2.181 -4.704 -1.271
Te 0.591 -5.759 0.711
Se -1.470 -4.730 -0.285
C 5.080 -1.419 0.270
C 3.636 -1.206 -0.222
N 2.703 -1.160 0.906
C 2.995 -0.002 1.740
C 4.476 -0.023 2.191
N 5.051 -1.339 1.771
C 4.233 -2.466 2.345
C 2.831 -2.379 1.716
H 5.777 -0.656 -0.077
H 5.418 -2.424 0.004
H 3.366 -2.040 -0.868
H 3.539 -0.279 -0.790
H 2.334 -0.034 2.605
H 2.781 0.913 1.188
H 4.587 0.062 3.272
H 5.073 0.752 1.710
H 6.002 -1.422 2.117
H 4.230 -2.325 3.427
H 4.720 -3.401 2.068
H 2.056 -2.375 2.480
H 2.684 -3.244 1.070
C -6.439 -0.319 -0.070
C -4.946 -0.152 0.192
P -3.823 -1.499 -0.396
C -4.610 -2.996 0.332
C -4.435 -3.054 1.847
C -4.312 -1.669 -2.168
C -3.287 -2.480 -2.960
H -7.001 0.522 0.342
H -6.831 -1.229 0.387
H -6.652 -0.365 -1.139
H -4.754 -0.042 1.263
H -4.585 0.767 -0.274
H -4.107 -3.857 -0.116
H -5.664 -3.052 0.045
H -3.377 -2.992 2.112
H -4.819 -3.993 2.248
H -4.960 -2.237 2.348
H -4.386 -0.658 -2.581
H -5.306 -2.120 -2.240
H -2.320 -1.970 -2.977
H -3.604 -2.611 -3.996
H -3.128 -3.471 -2.530
Cl 1.924 -1.375 -3.313
C 0.662 -0.166 -3.552
C -0.169 0.105 -2.483
C -1.144 1.045 -2.747
Cl -2.215 1.512 -1.425
C -1.333 1.670 -3.978
Cl -2.622 2.792 -4.247
C -0.448 1.370 -5.013
Cl -0.610 2.150 -6.545
C 0.572 0.444 -4.801
Cl 1.690 0.092 -6.071
*
```

E_LUMO: 1.303 eV
HOMO energy: -0.1291 Ha
energy above the lowest of the compared OMol25 structures with the same formula, charge and spin: 0.2925 eV
Kohn-Sham gap: 4.816 eV
calculated total energy: -9929.40474 a.u.